ORCA calculation (ωB97M-V with the def2-TZVPD basis set) on C14H19INSiW as an isolated structure.

The total energy comes out at -1252.7612 Eh. As for the relative energy (zero: lowest compared OMol25 entry of this formula, charge and spin): 0.000 eV. The HOMO energy (alpha / beta) comes out at -17.83 / -17.83 eV. The value obtained for the frontier orbital gap (alpha / beta) is 5.2731 / 5.2739 eV. For the LUMO energy (alpha / beta), the calculation gives -12.556 / -12.556 eV. The largest force on an atom is 0.00950 hartree/bohr. As for the charge: +3.

The geometry in XYZ format:
```
37
C14H19INSiW | the OMol25 dataset | ωB97M-V with the def2-TZVPD basis set
W -0.53387 -0.72225 0.32730
C -1.06935 0.97379 2.05281
C -2.10779 0.93676 1.12745
C -2.68930 -0.32328 0.79725
C -2.33558 -1.49128 1.53097
C -1.36350 -1.40631 2.54828
C -0.66770 -0.21264 2.73937
H -0.55589 1.90457 2.25781
H -2.45120 1.84466 0.64670
H -3.47255 -0.37339 0.05236
H -2.81955 -2.43835 1.32063
H -1.07808 -2.30066 3.09233
H 0.15368 -0.16748 3.44283
I 5.06032 -1.78441 1.75689
C 3.65861 -0.39586 1.14623
C 4.00499 0.92160 0.82967
C 3.02094 1.82080 0.43011
C 1.71526 1.40038 0.33690
N 1.35949 0.12579 0.63666
C 2.32255 -0.74010 1.05566
H 5.03663 1.24427 0.90479
H 3.27094 2.84682 0.19502
H 0.92354 2.06838 0.02913
H 2.00146 -1.74128 1.32985
C -0.14384 -1.89774 -1.34091
Si -1.05749 0.32936 -1.84865
C 0.21149 1.28660 -2.76062
C -2.67488 0.14429 -2.68491
H -0.98838 -2.47691 -1.73995
H 0.29958 -2.55251 -0.52096
H 0.63146 -1.80407 -2.10595
H 0.15573 1.07131 -3.83204
H 1.22953 1.12591 -2.40829
H -0.02143 2.35527 -2.65084
H -2.49352 -0.10535 -3.73656
H -3.17418 1.12302 -2.69616
H -3.35810 -0.58971 -2.26118
```